Record 1
{
  "formula": "C22H36F7O5S",
  "method": "ωB97M-V/def2-TZVPD",
  "fmax_ev_per_a": 0.40,
  "homo_lumo_gap_ev": 8.521,
  "charge": 1,
  "e_lumo_ha": -0.1169,
  "e_tot_ev": -63486.5168,
  "species": ["C", "O", "C", "C", "C", "C", "C", "C", "C", "C", "S", "C", "C", "C", "F", "F", "F", "C", "F", "F", "C", "F", "F", "H", "H", "H", "H", "H", "H", "H", "H", "H", "H", "H", "H", "H", "H", "H", "H", "H", "H", "H", "H", "H", "H", "H", "H", "O", "C", "O", "C", "C", "C", "H", "H", "H", "H", "H", "H", "O", "C", "O", "C", "C", "C", "H", "H", "H", "H", "H", "H"],
  "coordinates": [[-1.043, 0.529, 2.167], [-0.469, 1.772, 1.851], [-1.334, 2.669, 1.153], [-0.810, 2.975, -0.244], [0.702, 3.222, -0.259], [1.546, 1.943, -0.408], [2.569, 1.717, 0.714], [2.698, 0.265, 1.160], [3.049, -0.693, 0.016], [2.650, -2.111, 0.417], [2.419, -3.370, -0.875], [0.739, -3.045, -1.483], [0.315, -1.586, -1.602], [-1.164, -1.504, -1.923], [-1.413, -1.923, -3.175], [-1.893, -2.271, -1.089], [-1.600, -0.247, -1.809], [3.517, -2.876, -2.306], [3.042, -1.801, -2.909], [4.712, -2.606, -1.789], [3.643, -4.065, -3.300], [2.483, -4.765, -3.279], [3.822, -3.569, -4.521], [-1.240, -0.072, 1.264], [-1.991, 0.644, 2.704], [-0.340, 0.000, 2.811], [-2.342, 2.244, 1.104], [-1.397, 3.590, 1.738], [-1.061, 2.159, -0.931], [-1.336, 3.860, -0.612], [0.937, 3.916, -1.069], [0.983, 3.725, 0.671], [2.046, 1.954, -1.382], [0.864, 1.082, -0.431], [3.558, 2.096, 0.437], [2.266, 2.278, 1.596], [1.753, -0.032, 1.629], [3.456, 0.191, 1.942], [4.121, -0.663, -0.181], [2.538, -0.394, -0.901], [1.662, -2.111, 0.887], [3.343, -2.563, 1.126], [0.669, -3.585, -2.427], [0.131, -3.572, -0.744], [0.469, -1.031, -0.676], [0.843, -1.072, -2.402], [4.479, -4.709, -3.025], [2.537, 1.748, 3.882], [1.787, 1.863, 4.810], [0.843, 0.932, 5.079], [0.014, 1.362, 6.179], [0.859, 2.378, 6.941], [1.695, 2.987, 5.819], [-0.893, 1.806, 5.764], [-0.251, 0.481, 6.758], [0.254, 3.097, 7.488], [1.506, 1.864, 7.652], [1.190, 3.825, 5.334], [2.690, 3.309, 6.113], [-7.448, -0.274, -2.832], [-6.575, -0.602, -3.575], [-6.590, -0.301, -4.898], [-5.462, -0.889, -5.564], [-4.426, -1.123, -4.467], [-5.315, -1.390, -3.257], [-5.786, -1.823, -6.030], [-5.138, -0.201, -6.340], [-3.736, -1.930, -4.704], [-3.846, -0.213, -4.309], [-5.593, -2.442, -3.168], [-4.906, -1.058, -2.306]]
}

Record 2
{
  "formula": "C15H11Cl6NO3S",
  "method": "ωB97M-V/def2-TZVPD",
  "fmax_ev_per_a": 3.93,
  "homo_lumo_gap_ev": 3.746,
  "e_lumo_ha": -0.0768,
  "e_tot_ev": -109329.4897,
  "species": ["Cl", "C", "Cl", "C", "O", "C", "Cl", "C", "Cl", "C", "Cl", "C", "Cl", "C", "S", "C", "C", "C", "C", "C", "C", "N", "O", "O", "C", "C", "H", "H", "H", "H", "H", "H", "H", "H", "H", "H", "H"],
  "coordinates": [[-0.786, 0.998, 2.761], [-3.135, 0.793, 5.993], [-4.215, 1.287, 4.767], [-2.702, -0.627, 5.913], [-2.941, -1.338, 4.930], [-1.811, -1.054, 7.017], [-1.214, -2.637, 6.919], [-1.215, -0.136, 7.878], [-0.205, -0.672, 9.141], [-1.414, 1.254, 7.671], [-0.387, 2.344, 8.461], [-2.337, 1.700, 6.682], [-2.398, 3.362, 6.253], [0.470, 3.965, -0.108], [0.198, 3.474, 1.617], [-1.596, 3.879, 1.791], [-0.032, 1.653, 1.341], [1.197, 0.847, 1.009], [0.912, -0.439, 0.545], [1.905, -1.379, 0.396], [3.243, -0.982, 0.634], [4.278, -1.968, 0.630], [5.441, -1.625, 0.953], [3.982, -3.153, 0.336], [3.545, 0.337, 1.051], [2.519, 1.274, 1.187], [1.476, 3.649, -0.383], [-0.272, 3.515, -0.774], [0.417, 5.058, -0.133], [-1.970, 3.509, 2.749], [-1.677, 4.970, 1.786], [-2.181, 3.461, 0.960], [-0.742, 1.629, 0.499], [-0.119, -0.685, 0.286], [1.683, -2.403, 0.116], [4.582, 0.613, 1.274], [2.771, 2.326, 1.398]]
}

Record 3
{
  "formula": "C9H14O",
  "method": "ωB97M-V/def2-TZVPD",
  "de_lowest_ev": 0.2895,
  "fmax_ev_per_a": 1.01,
  "smiles": "Cc1ccc(O)cc1.CC",
  "homo_lumo_gap_ev": 9.289,
  "e_lumo_ha": 0.0316,
  "e_tot_ev": -11607.3473,
  "species": ["C", "C", "H", "H", "H", "H", "H", "H", "C", "C", "C", "C", "C", "C", "C", "O", "H", "H", "H", "H", "H", "H", "H", "H"],
  "coordinates": [[0.263, 2.566, -0.582], [-1.201, 2.403, -1.024], [0.402, 2.060, 0.366], [0.995, 2.193, -1.301], [0.503, 3.596, -0.322], [-1.502, 1.375, -0.812], [-1.314, 2.641, -2.076], [-1.814, 3.102, -0.449], [-1.055, -0.768, 2.451], [0.971, -0.374, 0.980], [-0.269, -0.977, 1.168], [1.698, -0.652, -0.163], [-0.758, -1.860, 0.209], [1.206, -1.537, -1.110], [-0.004, -2.183, -0.907], [1.947, -1.711, -2.249], [1.332, 0.226, 1.810], [2.606, -0.136, -0.444], [-1.283, -1.738, 2.890], [-1.935, -0.146, 2.321], [-1.719, -2.315, 0.409], [-0.362, -2.928, -1.616], [1.682, -2.519, -2.727], [-0.390, -0.318, 3.177]]
}

Record 4
{
  "formula": "C24H62BN4O19",
  "method": "ωB97M-V/def2-TZVPD",
  "fmax_ev_per_a": 6.48,
  "homo_lumo_gap_ev": 8.995,
  "charge": -1,
  "e_lumo_ha": 0.0615,
  "e_tot_ev": -71437.4519,
  "species": ["O", "C", "O", "B", "O", "C", "O", "O", "C", "O", "C", "O", "O", "O", "H", "H", "O", "H", "H", "O", "H", "H", "C", "O", "N", "N", "H", "H", "H", "H", "C", "O", "N", "N", "H", "H", "H", "H", "C", "C", "C", "O", "H", "H", "H", "H", "H", "H", "H", "H", "C", "C", "C", "O", "H", "H", "H", "H", "H", "H", "H", "H", "C", "C", "C", "O", "H", "H", "H", "H", "H", "H", "H", "H", "C", "C", "C", "O", "H", "H", "H", "H", "H", "H", "H", "H", "C", "C", "C", "O", "H", "H", "H", "H", "H", "H", "H", "H", "C", "C", "C", "O", "H", "H", "H", "H", "H", "H", "H", "H"],
  "coordinates": [[-2.934, -1.329, 0.271], [-1.964, -0.684, -0.095], [-1.929, 0.231, -0.986], [-0.605, 0.902, -1.165], [0.318, 0.061, -0.318], [-0.494, -0.836, 0.468], [-0.053, -1.607, 1.278], [-0.499, 2.312, -0.638], [0.254, 3.014, -1.591], [0.749, 4.132, -1.465], [0.297, 2.085, -2.832], [-0.202, 0.884, -2.593], [0.723, 2.465, -3.931], [-6.134, -2.879, -3.661], [-5.357, -3.431, -3.567], [-6.009, -2.178, -3.021], [5.214, 11.326, -0.397], [4.287, 11.317, -0.638], [5.357, 12.198, -0.029], [0.523, 11.134, -0.646], [0.671, 10.191, -0.569], [0.686, 11.328, -1.569], [-8.242, 4.119, -2.583], [-7.761, 4.838, -1.680], [-8.932, 4.484, -3.613], [-8.198, 2.788, -2.403], [-9.292, 3.720, -4.167], [-9.465, 5.342, -3.605], [-8.743, 2.125, -2.936], [-7.655, 2.466, -1.614], [-8.769, -7.622, 6.145], [-9.563, -7.769, 5.258], [-8.774, -8.186, 7.281], [-7.738, -6.800, 6.085], [-7.978, -8.004, 7.876], [-9.503, -8.849, 7.501], [-7.172, -6.859, 6.920], [-7.422, -6.308, 5.262], [1.253, -9.958, 6.697], [2.326, -9.016, 6.228], [3.527, -9.010, 7.230], [2.868, -9.449, 4.984], [1.639, -10.978, 6.678], [0.401, -9.836, 6.029], [0.971, -9.653, 7.704], [1.952, -8.024, 5.975], [3.795, -10.035, 7.488], [3.191, -8.389, 8.060], [4.403, -8.473, 6.866], [3.578, -8.833, 4.790], [-7.180, -10.414, -0.556], [-6.265, -9.142, -0.685], [-4.794, -9.480, -0.316], [-6.319, -8.906, -2.024], [-6.855, -10.705, 0.443], [-6.952, -11.224, -1.248], [-8.244, -10.177, -0.541], [-6.521, -8.218, -0.167], [-4.063, -8.863, -0.839], [-4.579, -10.523, -0.549], [-4.839, -9.410, 0.771], [-5.962, -9.606, -2.576], [6.379, -3.034, 0.203], [6.538, -3.488, 1.653], [6.312, -2.427, 2.782], [5.731, -4.516, 1.884], [5.418, -2.770, -0.239], [6.902, -3.725, -0.458], [6.971, -2.119, 0.209], [7.591, -3.702, 1.834], [5.306, -2.011, 2.834], [7.133, -1.742, 2.994], [6.148, -2.975, 3.710], [4.864, -4.104, 1.897], [6.524, 6.521, -6.089], [7.407, 5.437, -5.459], [7.632, 5.576, -3.895], [6.779, 4.178, -5.708], [6.573, 6.461, -7.176], [6.858, 7.527, -5.835], [5.463, 6.429, -5.857], [8.419, 5.564, -5.844], [8.439, 4.889, -3.641], [6.747, 5.356, -3.299], [8.051, 6.577, -3.786], [5.851, 4.389, -5.833], [6.428, 6.881, 6.492], [5.791, 7.180, 5.110], [4.299, 7.595, 5.057], [6.523, 8.190, 4.436], [6.325, 7.664, 7.243], [7.494, 6.659, 6.436], [6.079, 5.959, 6.957], [5.876, 6.266, 4.522], [3.610, 6.754, 5.133], [4.035, 7.993, 4.077], [4.021, 8.302, 5.839], [6.164, 8.372, 3.564], [-3.876, 4.411, -7.533], [-3.491, 5.640, -8.358], [-3.613, 6.976, -7.670], [-2.195, 5.672, -8.914], [-3.622, 3.534, -8.128], [-4.966, 4.406, -7.543], [-3.382, 4.327, -6.565], [-4.272, 5.737, -9.112], [-3.381, 7.884, -8.227], [-2.834, 7.063, -6.912], [-4.501, 7.007, -7.039], [-1.574, 5.436, -8.220]]
}